[1]
This record from OMol25 describes a cluster of 2 separate species, C9H17F3O6SSi in total in a non-equilibrium geometry. The level of theory is the ωB97M-V functional and the def2-TZVPD basis.

## Properties
Relative energy (zero: lowest compared OMol25 entry of this formula, charge and spin)   0.193 eV
DFT total energy   -1791.870357 Ha
HOMO-LUMO gap   11.21 eV
E_HOMO   -10.64 eV
SMILES   C[Si](C)(C)[C@@H]1COS(=O)(=O)O1.CCOC(=O)C(F)(F)F

Geometry (Å):
C: 0.717434 1.986430 2.849070
Si: -0.350234 0.547360 2.242434
C: -0.614730 0.643225 0.382458
C: 0.502850 -1.082662 2.670298
C: -2.088596 0.726773 3.054254
C: -2.927206 -0.505264 3.229411
O: -4.274164 -0.111539 2.981652
S: -4.326588 1.077018 1.909419
O: -4.504244 0.558709 0.626669
O: -5.207077 2.047043 2.383157
O: -2.840349 1.537777 2.070397
H: 0.109716 2.707080 3.377168
H: 1.481900 1.614819 3.513242
H: 1.183364 2.438122 1.985165
H: 0.208156 0.113753 -0.075735
H: -1.534974 0.126912 0.141708
H: -0.637400 1.668312 0.048639
H: -0.078656 -1.765174 3.275176
H: 0.778012 -1.579070 1.751252
H: 1.419931 -0.852246 3.192821
H: -2.072655 1.367519 3.922554
H: -2.875653 -0.787482 4.271962
H: -2.668661 -1.342423 2.595694
C: 1.628731 -1.687842 -5.549858
C: 1.356874 -0.392724 -4.816997
O: 1.620307 -0.528096 -3.404610
C: 2.883751 -0.399660 -3.027774
O: 3.831522 -0.184015 -3.723629
C: 2.971197 -0.527198 -1.495768
F: 2.221932 -1.553555 -1.044665
F: 2.515795 0.604801 -0.920009
F: 4.232936 -0.726940 -1.104649
H: 1.055346 -2.502639 -5.107852
H: 1.348486 -1.590120 -6.597545
H: 2.683793 -1.953716 -5.498442
H: 0.305845 -0.123162 -4.885302
H: 1.943308 0.429875 -5.221762

Forces on atoms 1 to 3 (eV/Å):
-0.587 -0.765 -0.257
0.419 0.186 -0.172
0.094 -0.375 1.017


[2]
This record from OMol25 describes a structure of composition C9H17F6I2IrNO4PS2. The level of theory is the ωB97M-V functional and the def2-TZVPD basis.

## Properties
Relative energy (zero: lowest compared OMol25 entry of this formula, charge and spin)   0.000 eV
DFT total energy   -3144.275597 Ha
Spin multiplicity   2
Charge   +3
HOMO-LUMO gap (spin up / spin down)   8.18 / 6.29 eV
E_HOMO (spin up / spin down)   -20.69 / -20.61 eV

Geometry (Å):
Ir: 0.333797 0.257254 -1.052675
F: 0.721215 -3.315164 1.373424
C: 1.800023 -3.436068 0.630443
F: 2.889809 -3.365007 1.324948
F: 1.747853 -4.461975 -0.157608
S: 1.759546 -1.880576 -0.489132
O: 0.410495 -1.811663 -1.213251
O: 1.645545 -0.609059 0.352205
N: 2.987524 -1.934526 -1.365533
S: 3.302909 -0.641493 -2.309171
O: 2.062187 0.225516 -2.339219
O: 4.508611 0.002948 -1.982732
C: 3.333291 -1.414970 -4.024472
F: 3.508299 -0.432699 -4.871270
F: 2.155081 -1.990816 -4.194197
F: 4.303099 -2.280066 -4.052507
I: 0.744398 2.872937 -1.078551
C: -0.348929 2.961264 -2.919437
I: -1.166873 0.984384 -3.065866
H: 0.335665 3.125346 -3.746662
H: -1.144474 3.697731 -2.857859
C: 0.811050 1.816300 2.380912
C: -0.157796 0.633943 2.335339
P: -1.133862 0.500882 0.824274
C: -2.089460 -1.055173 0.763390
C: -2.507030 -1.524535 2.170484
C: -2.256172 1.913463 0.689367
C: -3.412124 1.829915 1.703515
H: 1.259960 1.868333 3.371813
H: 0.309568 2.771354 2.214803
H: 1.634880 1.691214 1.673849
H: -0.914242 0.720686 3.124371
H: 0.352003 -0.316416 2.493539
H: -1.501469 -1.826978 0.268171
H: -2.956693 -0.844810 0.130772
H: -1.648953 -1.818789 2.772166
H: -3.140965 -2.402424 2.043007
H: -3.080883 -0.775610 2.711336
H: -2.648257 1.938952 -0.330378
H: -1.674884 2.822656 0.850606
H: -4.065398 0.980587 1.512627
H: -4.010578 2.734320 1.602336
H: -3.057769 1.788832 2.732824

Forces on atoms 1 to 3 (eV/Å):
0.042 -0.141 0.135
0.013 -0.003 -0.004
-0.037 -0.020 -0.011


Q: What is the relative energy (zero: lowest compared OMol25 entry of this formula, charge and spin) in the first record?
A: 0.193 eV


Q: Number 1 is which compound?
A: C9H17F3O6SSi


Q: What is the formula in the first record?
A: C9H17F3O6SSi


Q: Among the records above, which one has the lowest DFT total energy?
A: C9H17F6I2IrNO4PS2